[1]
This record from the OMol25 dataset describes a molecular structure, C16H34As2AuN2S. The level of theory is ωB97M-V with the def2-TZVPD basis set.

Calculated values
Energy relative to the best compared isomer or geometry (same formula, charge and spin) (eV): 0.181
Net charge: +1
E_HOMO (eV): -10.85
Frontier orbital gap (eV): 8.43

Cartesian coordinates (Å):
Au: 1.45 0.94 -1.41
C: -0.50 3.72 -0.27
As: 0.86 2.46 0.30
C: 2.13 3.71 1.07
C: 0.06 1.53 1.80
C: -0.83 2.28 2.57
C: -1.57 1.69 3.58
C: -1.44 0.33 3.82
C: -0.54 -0.41 3.07
C: 0.24 0.16 2.07
As: 1.50 -1.00 1.11
C: 1.75 -2.39 2.49
C: 3.13 -0.01 1.62
H: -0.66 4.48 0.49
H: -1.44 3.22 -0.49
H: -0.14 4.21 -1.17
H: 1.65 4.23 1.90
H: 2.41 4.44 0.31
H: 3.02 3.20 1.43
H: -0.97 3.33 2.37
H: -2.26 2.29 4.17
H: -2.03 -0.15 4.59
H: -0.44 -1.47 3.28
H: 1.78 -1.97 3.49
H: 2.70 -2.87 2.28
H: 0.98 -3.16 2.43
H: 3.12 0.24 2.68
H: 3.22 0.90 1.03
H: 4.01 -0.63 1.42
C: 1.40 -1.15 -4.23
S: 2.27 -1.03 -2.64
C: 3.91 -0.50 -3.21
H: 1.58 -2.13 -4.65
H: 1.76 -0.37 -4.90
H: 0.34 -1.01 -4.04
H: 3.82 0.40 -3.81
H: 4.36 -1.31 -3.79
H: 4.51 -0.30 -2.33
C: -3.07 -2.04 -2.27
C: -2.52 -1.64 -0.90
C: -2.26 -2.89 -0.06
C: -3.50 -0.72 -0.17
N: -1.21 -0.97 -0.99
N: -1.18 0.28 -1.66
H: -4.05 -2.51 -2.16
H: -2.41 -2.75 -2.76
H: -3.21 -1.18 -2.93
H: -3.18 -3.46 0.08
H: -1.87 -2.60 0.92
H: -1.53 -3.54 -0.54
H: -4.42 -1.26 0.06
H: -3.76 0.15 -0.77
H: -3.05 -0.38 0.77
H: -0.55 -1.58 -1.45
H: -1.64 0.95 -1.06
H: -1.69 0.26 -2.54

[2]
This record from the OMol25 dataset describes 2 unconnected molecules or ions with the total composition BrFIN. The level of theory is ωB97M-V with the def2-TZVPD basis set.

Calculated values
Energy relative to the best compared isomer or geometry (same formula, charge and spin) (eV): 1.071
E_HOMO (alpha / beta) (eV): -10.53 / -10.06
Frontier orbital gap (alpha / beta) (eV): 8.66 / 7.13

Cartesian coordinates (Å):
N: -0.19 0.44 0.50
F: 0.16 1.28 -0.49
Br: 1.84 -1.14 0.00
I: -1.82 -0.58 0.00

[3]
This record from the OMol25 dataset describes a single C3H12N4O molecule. The level of theory is ωB97M-V with the def2-TZVPD basis set.

Calculated values
Energy relative to the best compared isomer or geometry (same formula, charge and spin) (eV): 2.680
E_HOMO (eV): -9.45
Frontier orbital gap (eV): 10.29

Cartesian coordinates (Å):
C: -1.58 -0.88 0.50
N: 0.15 1.80 1.76
O: 0.68 0.44 1.84
H: 1.00 2.35 1.72
H: -0.25 1.85 0.81
H: -2.50 -0.96 -0.09
H: -1.81 -0.23 1.35
H: -1.36 -1.88 0.89
C: -0.41 -0.35 -0.33
N: -0.77 0.90 -1.00
N: -0.18 -1.21 -1.49
N: 1.96 0.55 -0.22
C: 0.91 -0.17 0.55
H: 0.12 1.31 -1.29
H: -1.23 0.67 -1.87
H: -1.07 -1.40 -1.94
H: 0.13 -2.13 -1.15
H: 2.07 0.04 -1.09
H: 2.83 0.46 0.30
H: 1.30 -1.17 0.77

[4]
This record from the OMol25 dataset describes a single C21H25NO4 molecule. The level of theory is ωB97M-V with the def2-TZVPD basis set.

Calculated values
Energy relative to the best compared isomer or geometry (same formula, charge and spin) (eV): 2.683
E_HOMO (eV): -8.03
Frontier orbital gap (eV): 8.58

Cartesian coordinates (Å):
C: 3.77 1.94 4.71
H: 4.82 2.20 4.84
O: 3.71 1.14 3.56
C: 2.50 0.66 3.17
C: 1.30 0.90 3.81
C: 0.11 0.36 3.32
C: 0.11 -0.45 2.20
C: 1.32 -0.69 1.55
C: 2.51 -0.16 2.02
O: 3.73 -0.35 1.44
C: 3.81 -1.19 0.32
H: 4.87 -1.22 0.05
H: 3.24 -0.80 -0.53
H: 3.47 -2.20 0.55
H: 1.33 -1.31 0.67
C: -1.18 -0.99 1.63
C: -2.23 -1.34 2.70
H: -1.73 -1.82 3.54
H: -2.75 -0.46 3.07
C: -3.20 -2.32 2.03
H: -4.08 -1.80 1.66
H: -3.53 -3.08 2.74
C: -2.42 -2.95 0.86
H: -2.90 -2.71 -0.09
C: -1.02 -2.34 0.90
H: -0.34 -2.97 1.48
H: -0.61 -2.22 -0.10
H: -2.38 -4.03 0.94
C: -1.76 0.07 0.66
N: -0.81 0.48 -0.34
C: -0.85 0.05 -1.63
O: -1.74 -0.66 -2.06
C: 0.32 0.50 -2.42
C: 0.30 0.90 -3.70
C: -0.86 1.13 -4.51
C: -0.93 1.32 -5.88
C: -2.29 1.51 -6.18
C: -2.95 1.43 -4.99
O: -2.10 1.21 -3.98
H: -3.99 1.53 -4.74
H: -2.72 1.68 -7.15
H: -0.11 1.31 -6.56
H: 1.23 1.11 -4.20
H: 1.27 0.43 -1.91
H: 0.00 1.00 -0.02
H: -2.07 0.95 1.23
H: -2.62 -0.34 0.13
H: -0.80 0.58 3.84
H: 1.26 1.52 4.69
H: 3.18 2.86 4.60
H: 3.42 1.40 5.60

[5]
This record from the OMol25 dataset describes a molecular structure, C39H50BCdN14O2S3. The level of theory is ωB97M-V with the def2-TZVPD basis set.

Calculated values
Energy relative to the best compared isomer or geometry (same formula, charge and spin) (eV): 0.000
Multiplicity: 2
E_HOMO (alpha / beta) (eV): -6.19 / -6.19
⟨S²⟩: 0.7970
Frontier orbital gap (alpha / beta) (eV): 5.06 / 4.91

Cartesian coordinates (Å):
Cd: 0.24 -0.71 0.92
C: 2.86 -2.95 3.77
C: 1.95 -1.93 3.46
N: 1.78 -1.84 2.16
N: 2.56 -2.80 1.59
C: 3.20 -3.48 2.55
B: 2.47 -3.03 0.07
N: 2.78 -1.70 -0.72
C: 3.82 -1.48 -1.54
C: 3.78 -0.18 -1.99
C: 2.65 0.35 -1.36
N: 2.06 -0.56 -0.60
N: 1.05 -3.53 -0.30
C: 0.61 -4.75 -0.66
C: -0.75 -4.71 -0.84
C: -1.09 -3.39 -0.52
N: -0.01 -2.69 -0.20
N: 3.50 -4.04 -0.44
C: 3.50 -4.66 -1.65
C: 4.75 -5.17 -1.88
C: 5.48 -4.79 -0.74
N: 4.74 -4.10 0.11
H: 3.18 -3.27 4.74
H: 1.40 -1.27 4.12
H: 3.88 -4.28 2.30
H: 4.54 -2.26 -1.74
H: 4.47 0.31 -2.64
H: 2.25 1.36 -1.41
H: 1.29 -5.58 -0.73
H: -1.41 -5.51 -1.10
H: -2.07 -2.93 -0.46
H: 2.62 -4.68 -2.27
H: 5.08 -5.74 -2.73
H: 6.52 -4.99 -0.50
O: -3.03 1.07 3.64
C: -2.58 2.33 3.72
C: -3.46 3.28 4.24
C: -3.08 4.60 4.38
C: -1.80 5.00 4.00
C: -0.92 4.06 3.49
C: -1.29 2.72 3.32
C: -0.33 1.76 2.71
O: -0.82 0.64 2.30
N: 0.90 2.16 2.60
N: 1.70 1.24 1.93
C: 2.92 1.34 2.26
S: 4.18 0.35 1.54
C: 5.32 0.60 2.92
C: 5.22 2.06 3.33
S: 3.46 2.47 3.51
H: -2.33 0.51 3.24
H: -4.44 2.94 4.54
H: -3.77 5.31 4.79
H: -1.48 6.03 4.14
H: 0.09 4.34 3.22
H: 6.32 0.34 2.57
H: 5.04 -0.06 3.74
H: 5.68 2.70 2.57
H: 5.70 2.24 4.29
S: -1.16 -2.86 2.86
C: -2.81 -2.72 3.13
N: -3.95 -2.63 3.32
C: 1.00 -1.60 -4.07
C: -0.44 -1.28 -3.79
C: -1.46 -1.61 -4.69
C: -2.80 -1.37 -4.39
C: -3.88 -1.73 -5.37
C: -3.14 -0.81 -3.17
C: -2.15 -0.47 -2.21
C: -0.80 -0.69 -2.59
N: -2.30 0.01 -0.96
C: -3.56 0.24 -0.24
C: -3.64 -0.85 0.82
C: -4.90 0.25 -1.00
C: -3.42 1.61 0.44
H: 1.13 -1.97 -5.09
H: 1.35 -2.37 -3.39
H: 1.64 -0.74 -3.93
H: -1.20 -2.08 -5.63
H: -3.46 -2.23 -6.25
H: -4.41 -0.84 -5.71
H: -4.61 -2.40 -4.92
H: -4.19 -0.66 -2.97
H: -0.02 -0.45 -1.88
H: -3.90 -1.81 0.37
H: -4.40 -0.62 1.56
H: -2.69 -0.99 1.35
H: -5.17 -0.73 -1.37
H: -4.92 0.98 -1.81
H: -5.67 0.53 -0.28
H: -2.46 1.68 0.94
H: -4.21 1.73 1.18
H: -3.53 2.42 -0.30
N: -1.23 5.16 -1.49
C: -0.15 5.05 -0.43
C: -0.14 3.62 0.04
N: 0.13 2.73 -1.08
C: -0.88 2.83 -2.12
C: -0.93 4.24 -2.65
H: -1.35 6.12 -1.80
H: -2.11 4.86 -1.06
H: -0.39 5.75 0.36
H: 0.78 5.32 -0.92
H: -1.11 3.41 0.53
H: 0.62 3.50 0.81
H: 0.18 1.78 -0.75
H: -1.88 2.54 -1.77
H: -0.63 2.16 -2.94
H: -1.70 4.39 -3.40
H: 0.04 4.56 -3.04

[6]
This record from the OMol25 dataset describes a single C2H5N3O molecule. The level of theory is ωB97M-V with the def2-TZVPD basis set.

Calculated values
Energy relative to the best compared isomer or geometry (same formula, charge and spin) (eV): 4.279
E_HOMO (eV): -9.14
Frontier orbital gap (eV): 10.27

Cartesian coordinates (Å):
C: -0.59 0.63 -0.02
C: 2.73 -0.26 0.04
H: -3.04 -0.49 0.84
H: -3.00 -0.76 -0.76
H: -1.01 1.65 -0.11
H: 3.41 -1.12 0.01
H: 3.13 0.73 0.12
N: -2.65 -0.14 -0.03
N: -1.23 -0.47 0.03
N: 1.49 -0.50 -0.10
O: 0.78 0.72 -0.04

[7]
This record from the OMol25 dataset describes a molecular structure, C9H9N5PtS2. The level of theory is ωB97M-V with the def2-TZVPD basis set.

Calculated values
Multiplicity: 5
Net charge: +2
E_HOMO (alpha / beta) (eV): -13.38 / -16.31
⟨S²⟩: 6.0640
Frontier orbital gap (alpha / beta) (eV): 5.96 / 4.78

Cartesian coordinates (Å):
Pt: -0.81 -1.42 0.39
C: 2.51 1.27 0.31
C: 1.17 0.63 0.21
N: 1.06 -0.72 0.23
N: 2.19 -1.54 0.25
C: 1.84 -2.85 0.58
N: 2.84 -3.76 0.68
S: 0.25 -3.44 0.78
C: -0.03 1.40 -0.01
C: -0.11 2.78 -0.27
C: -1.33 3.34 -0.56
C: -2.44 2.43 -0.76
C: -2.34 1.18 -0.31
N: -1.14 0.53 -0.03
H: 2.94 1.21 1.31
H: 2.45 2.37 0.11
H: 3.22 0.83 -0.33
H: 3.76 -3.45 0.57
H: 2.54 -4.68 0.37
H: 0.77 3.34 -0.35
H: -1.51 4.44 -0.52
H: -3.34 2.86 -1.23
H: -3.26 0.54 -0.20
S: -5.00 -2.90 -0.98
C: -3.66 -2.35 -0.32
N: -2.57 -2.04 0.08

[8]
This record from the OMol25 dataset describes a molecular structure, C2H4BClO3. The level of theory is ωB97M-V with the def2-TZVPD basis set.

Calculated values
Energy relative to the best compared isomer or geometry (same formula, charge and spin) (eV): 1.394
E_HOMO (eV): -10.32
Frontier orbital gap (eV): 10.66

Cartesian coordinates (Å):
B: 0.33 1.11 0.49
C: -0.82 -2.00 -0.32
C: 0.40 -1.55 -0.33
O: -0.55 1.37 -0.53
O: 0.92 2.11 1.23
O: 0.66 -0.12 0.85
Cl: 1.81 -1.84 -1.09
H: -1.12 -2.83 -0.94
H: -1.56 -1.54 0.32
H: -0.74 2.30 -0.67
H: 0.67 3.00 1.01

[9]
This record from the OMol25 dataset describes a single C2H3NO2S2 molecule. The level of theory is ωB97M-V with the def2-TZVPD basis set.

Calculated values
Energy relative to the best compared isomer or geometry (same formula, charge and spin) (eV): 2.002
E_HOMO (eV): -9.21
Frontier orbital gap (eV): 8.14

Cartesian coordinates (Å):
C: 0.56 0.44 -0.11
C: -0.51 -0.69 -0.12
H: 1.79 -2.00 -0.03
H: 2.56 0.64 -0.13
H: -1.91 0.85 0.79
N: 1.81 -0.10 -0.09
O: 2.16 -1.28 0.53
O: -0.24 -1.81 -0.57
S: 0.28 2.03 -0.09
S: -2.20 -0.31 0.19

[10]
This record from the OMol25 dataset describes 2 unconnected molecules or ions with the total composition C4HO2. The level of theory is ωB97M-V with the def2-TZVPD basis set.

Calculated values
Energy relative to the best compared isomer or geometry (same formula, charge and spin) (eV): 5.024
Net charge: -1
E_HOMO (alpha / beta) (eV): -5.27 / -4.19
Frontier orbital gap (alpha / beta) (eV): 8.57 / 6.98

Cartesian coordinates (Å):
C: -0.55 1.23 -0.62
C: -0.28 -0.27 -0.02
C: 0.47 -1.38 -0.75
C: -0.52 0.83 0.68
O: 1.55 -0.79 -0.81
O: 0.03 -2.46 -1.02
H: -0.71 2.84 2.54

[11]
This record from the OMol25 dataset describes 6 unconnected molecules or ions with the total composition C33H39B3O4. The level of theory is ωB97M-V with the def2-TZVPD basis set.

Calculated values
E_HOMO (eV): -9.29
Frontier orbital gap (eV): 9.76

Cartesian coordinates (Å):
C: -0.93 -2.25 -4.58
C: -0.42 -2.85 -3.27
C: 0.36 -1.84 -2.46
O: 1.52 -1.42 -3.19
B: 2.50 -0.80 -2.49
O: 3.41 -1.54 -1.73
B: 4.12 -0.91 -0.74
O: 3.95 0.46 -0.59
B: 3.72 1.07 -1.81
O: 2.65 0.58 -2.53
H: -0.76 -2.92 -5.43
H: -2.00 -2.04 -4.53
H: -0.43 -1.31 -4.80
H: -1.24 -3.24 -2.67
H: 0.27 -3.67 -3.49
H: -0.27 -0.96 -2.25
H: 0.65 -2.27 -1.49
H: 4.88 -1.49 -0.04
H: 4.46 1.87 -2.27
C: -3.44 -1.60 -1.36
C: -2.56 -1.03 -0.45
C: -2.71 0.29 -0.07
C: -3.75 1.05 -0.59
C: -4.64 0.48 -1.50
C: -4.47 -0.85 -1.89
H: -3.32 -2.63 -1.66
H: -1.75 -1.62 -0.03
H: -2.03 0.74 0.64
H: -3.88 2.08 -0.29
H: -5.45 1.07 -1.91
H: -5.16 -1.29 -2.60
C: -4.94 1.08 -6.63
C: -4.08 1.08 -7.71
C: -2.71 0.95 -7.51
C: -2.20 0.83 -6.23
C: -3.07 0.82 -5.14
C: -4.43 0.95 -5.34
H: -6.00 1.19 -6.78
H: -4.47 1.18 -8.72
H: -2.03 0.96 -8.36
H: -1.14 0.73 -6.07
H: -2.67 0.72 -4.14
H: -5.10 0.96 -4.49
C: 2.62 -2.68 2.07
C: 3.04 -1.51 2.70
C: 3.38 -1.53 4.04
C: 3.29 -2.71 4.76
C: 2.87 -3.88 4.14
C: 2.54 -3.86 2.79
H: 2.36 -2.67 1.02
H: 3.11 -0.58 2.14
H: 3.70 -0.62 4.53
H: 3.56 -2.73 5.81
H: 2.81 -4.80 4.70
H: 2.21 -4.77 2.30
C: 5.43 1.88 2.41
C: 5.16 3.16 2.88
C: 5.57 3.53 4.15
C: 6.24 2.63 4.96
C: 6.50 1.34 4.49
C: 6.09 0.97 3.22
H: 5.11 1.58 1.42
H: 4.64 3.87 2.25
H: 5.36 4.53 4.51
H: 6.56 2.92 5.95
H: 7.02 0.63 5.12
H: 6.29 -0.03 2.86
C: -3.84 2.44 3.22
C: -3.84 3.27 4.33
C: -3.83 2.73 5.61
C: -3.81 1.35 5.78
C: -3.81 0.52 4.67
C: -3.82 1.06 3.39
H: -3.85 2.86 2.23
H: -3.86 4.35 4.20
H: -3.84 3.38 6.47
H: -3.80 0.93 6.77
H: -3.79 -0.56 4.80
H: -3.82 0.41 2.52

[12]
This record from the OMol25 dataset describes a gas-phase ion, C3H6IN2O (charge +1). The level of theory is ωB97M-V with the def2-TZVPD basis set.

Calculated values
Energy relative to the best compared isomer or geometry (same formula, charge and spin) (eV): 4.158
Net charge: +1
E_HOMO (alpha / beta) (eV): -11.68 / -11.68
Frontier orbital gap (alpha / beta) (eV): 7.22 / 7.22

Cartesian coordinates (Å):
C: 0.38 -1.78 -0.15
C: 0.64 0.49 -0.73
C: -1.22 0.17 0.88
N: 1.11 -0.85 -0.63
N: -0.12 1.00 0.47
O: 0.13 -2.83 0.19
I: -3.12 0.47 -0.02
H: 1.55 1.13 -0.93
H: -0.08 0.55 -1.46
H: -1.35 -0.27 1.92
H: 2.03 -1.10 -0.80
H: 0.57 1.12 1.12
H: -0.51 1.90 0.16

For each record above, in turn, the calculated strongest force on any atom values are 0.0192, 0.0307, 0.0410, 0.0236, 0.0163, 0.0331, 0.0843, 0.0988, 0.0493, 0.0473, 0.0189, 0.0781 Eh/bohr.